(1)
C30H25AgClN6SSe as an isolated structure in a non-equilibrium geometry. Source: the Open Molecules 2025 dataset; level of theory: ωB97M-V/def2-TZVPD.

Geometry as XYZ:
```
65
Properties=species:S:1:pos:R:3:forces:R:3
Ag -0.5557 0.0768 0.3714 -0.4 -0.4 -0.5
C -0.1656 3.1347 3.3313 0.1 0.1 0.0
C -1.0153 4.0111 2.7836 0.4 -0.1 0.5
C -1.4324 3.8604 1.4284 -0.3 -0.2 -0.8
C -0.9327 2.8197 0.6893 -0.3 1.0 0.3
N -0.0137 1.9383 1.1471 -0.1 -0.1 -0.3
C 0.3101 1.9369 2.5684 0.2 -0.6 0.4
C -1.3378 2.5706 -0.7055 -0.2 -0.4 -0.1
C -1.7453 3.5846 -1.5730 0.0 0.0 0.1
C -2.0783 3.2946 -2.8840 -0.1 0.2 0.0
C -2.0233 1.9838 -3.3298 0.1 -0.1 -0.1
C -1.6258 0.9686 -2.4705 0.0 -0.4 0.4
C -1.2736 1.2306 -1.1493 -0.2 0.4 -0.1
H 0.1697 3.1989 4.3587 0.0 0.1 0.1
H -1.3880 4.8505 3.3587 0.0 0.0 0.1
H -2.1598 4.5393 1.0120 0.0 0.0 -0.1
H 1.4109 1.8287 2.6748 -0.3 0.0 0.0
H -1.7737 4.6086 -1.2283 0.0 0.1 0.1
H -2.3807 4.0866 -3.5607 0.0 0.0 0.0
H -2.2799 1.7459 -4.3547 0.0 0.0 0.0
H -1.5869 -0.0453 -2.8474 0.1 -0.1 0.0
N 2.4305 -3.1388 2.0746 -0.1 0.1 0.2
C 2.8276 -3.6961 0.8893 0.0 0.1 -0.6
C 3.5831 -4.8174 0.5945 0.0 -0.1 0.1
C 3.7831 -5.1072 -0.7432 0.1 -0.1 0.1
C 3.2473 -4.2980 -1.7443 0.0 0.0 -0.2
C 2.4869 -3.1821 -1.4558 -0.1 0.1 0.0
C 2.2733 -2.8655 -0.1180 0.3 -0.5 0.5
N 1.5649 -1.8486 0.4713 -0.1 0.0 0.5
C 1.6640 -2.0464 1.7660 0.4 -0.3 -0.9
C 1.0454 -1.1864 2.7375 -0.2 0.2 0.9
C 1.4375 -1.0407 4.0346 0.1 0.2 -0.4
S 0.5215 0.2470 4.8108 -0.4 -0.1 0.1
C -0.2852 0.6253 3.1753 0.0 0.9 0.6
N -0.0153 -0.4694 2.3181 -0.1 -0.7 -0.5
H 2.6227 -3.4721 3.0027 -0.1 0.0 0.0
H 3.9911 -5.4399 1.3787 0.1 -0.1 0.0
H 4.3635 -5.9767 -1.0185 0.0 0.0 0.0
H 3.4353 -4.5551 -2.7770 0.0 0.0 -0.1
H 2.0695 -2.5659 -2.2422 0.0 -0.1 0.1
H 2.2691 -1.4711 4.5572 0.2 -0.2 -0.1
H -1.3625 0.7630 3.3515 0.2 0.1 -0.1
Cl -1.6034 -2.9943 0.7164 0.0 -0.2 0.4
C -1.3452 -1.7082 -0.4888 0.0 0.2 -0.3
H -2.3170 -1.6209 -0.9864 0.3 0.4 0.1
H -0.6325 -2.1427 -1.2003 0.0 0.5 0.2
C 3.4200 1.6569 0.3117 0.2 -0.2 0.3
N 2.6893 2.4099 -0.6675 -0.5 0.2 -0.1
C 1.8856 1.8798 -1.6177 0.3 -0.4 -0.7
Se 1.8276 0.1651 -2.1454 0.1 -0.6 -0.3
N 1.2427 2.8912 -2.2501 0.1 0.0 0.4
C 1.6009 4.0854 -1.6816 0.3 0.4 0.3
C 1.2556 5.3928 -1.9722 0.0 -0.2 0.0
C 1.8892 6.3903 -1.2475 0.0 0.1 0.0
C 2.8176 6.0886 -0.2586 0.1 0.1 0.1
C 3.1513 4.7808 0.0533 -0.1 -0.2 -0.1
C 2.5364 3.7768 -0.6761 -0.2 0.7 -0.2
H 3.1712 0.6010 0.1964 0.0 0.1 0.0
H 3.1210 1.9866 1.3081 0.0 0.0 0.0
H 4.4966 1.7964 0.1858 0.0 0.0 0.0
H 0.4784 2.7252 -2.8878 0.0 -0.1 0.0
H 0.5272 5.6156 -2.7361 -0.1 0.0 -0.1
H 1.6649 7.4247 -1.4619 -0.1 0.1 0.0
H 3.2988 6.8941 0.2763 0.0 0.1 0.1
H 3.8695 4.5563 0.8258 0.1 0.0 0.1
```
Positions in Å, forces in eV/Å.

Properties
orbital gap: 5.883 eV
lowest unoccupied orbital energy: 2.663 eV
net charge: -1
max |F|: 1.13 eV/A
spin multiplicity: 1
ΔE to the lowest compared entry with this formula, charge and spin: 39.5 kcal/mol

---

(2)
A 2-piece molecular cluster, C3H11NS overall in a non-equilibrium geometry. Source: the Open Molecules 2025 dataset; level of theory: ωB97M-V/def2-TZVPD.

Geometry as XYZ:
```
16
Properties=species:S:1:pos:R:3:forces:R:3
C -2.3632 -0.8317 -0.8397 -1.0 0.0 0.3
S -2.8110 0.4071 0.4385 0.8 -0.8 -0.1
H -2.2271 -1.8518 -0.4355 -0.1 0.7 -0.2
H -3.2184 -0.7849 -1.5257 0.1 -0.3 0.1
H -1.5268 -0.5405 -1.4651 0.6 0.3 0.2
C 1.4708 1.2278 -0.6318 -0.7 -2.5 -3.3
N 0.7878 0.1052 0.0469 1.8 2.1 2.1
C 1.7271 -0.4659 0.9526 -1.5 -0.2 3.9
H 1.7263 1.9885 0.0428 0.3 1.1 0.9
H 2.3166 0.8725 -1.2715 -0.2 0.1 1.2
H 0.7747 1.4742 -1.3964 -0.7 1.4 -0.5
H -2.4739 -0.3501 1.5113 -0.2 0.2 -0.2
H 0.1043 0.4766 0.7090 -1.6 0.0 -1.0
H 1.1843 -1.0240 1.7949 0.6 0.2 -1.5
H 2.1604 0.3960 1.6494 0.0 -1.5 -1.8
H 2.3680 -1.0990 0.4201 1.7 -0.6 -0.3
```
Positions in Å, forces in eV/Å.

Properties
orbital gap (spin up / spin down): 11.192 / 4.043 eV
lowest unoccupied orbital energy (spin up / spin down): -3.125 / -8.949 eV
net charge: +1
expectation value of S²: 0.7566
max |F|: 4.20 eV/A
spin multiplicity: 2
ΔE to the lowest compared entry with this formula, charge and spin: 57.7 kcal/mol

---

(3)
C15H30F4Li4N2O23S4 as an isolated structure in a non-equilibrium geometry. Source: the Open Molecules 2025 dataset; level of theory: ωB97M-V/def2-TZVPD.

Geometry as XYZ:
```
82
Properties=species:S:1:pos:R:3:forces:R:3
Li -0.1695 -15.5626 18.6131 0.9 -0.5 0.2
Li 1.8429 -17.1911 12.7543 1.2 -1.2 0.1
Li 6.0058 -15.2281 13.3351 0.2 0.4 0.9
Li -0.0136 -15.5591 13.4247 -1.7 1.8 -0.3
N 1.6984 -15.6295 14.1804 0.2 -4.0 3.0
S 1.9735 -16.3277 15.6954 -1.3 -2.5 2.8
O 1.2034 -15.7308 16.7536 -0.6 -0.1 -0.9
O 3.3046 -16.6576 16.0473 0.0 0.3 -1.1
F 1.2667 -17.7083 15.4001 -0.2 0.5 -0.4
S 2.6714 -14.4325 14.4332 2.3 8.4 -4.4
O 4.0549 -14.5872 14.1451 -0.8 -1.5 0.3
O 2.2490 -13.4562 15.3770 0.1 -1.5 1.0
F 2.1102 -13.7327 13.0869 0.3 -0.4 -0.1
N 7.0038 -13.6220 12.7333 -1.8 3.4 -0.2
S 5.9231 -12.2307 12.7614 -3.0 -1.7 -3.9
O 6.1399 -11.2363 11.7672 1.0 0.2 1.3
O 5.2362 -12.0026 13.9822 0.6 0.3 0.4
F 4.8363 -13.0873 11.9276 -0.6 -0.8 0.2
S 8.0684 -12.8097 13.5612 6.8 -1.7 2.6
O 7.7826 -12.8543 14.9642 -0.5 0.7 0.0
O 8.7538 -11.6824 12.9926 -1.9 -0.4 0.1
F 9.2769 -13.8871 13.4983 -0.8 -0.2 -0.4
C 5.4476 -13.2644 17.6694 -0.8 1.1 0.6
O 5.3063 -14.1410 16.5633 0.0 -0.2 -0.8
C 6.0568 -15.2281 16.4633 0.1 1.1 1.4
O 6.3430 -15.7418 15.4181 -0.1 -0.7 -1.2
O 6.4224 -15.6437 17.6696 0.5 -0.3 -0.3
C 7.1877 -16.8642 17.7613 -1.0 -0.6 -0.5
H 4.9493 -12.3414 17.3713 0.3 0.0 -0.3
H 6.4766 -13.0401 17.9334 0.1 -0.3 -0.1
H 4.8600 -13.5659 18.5414 0.3 -0.6 0.0
H 6.6635 -17.6467 17.2047 -0.2 0.0 0.1
H 7.1143 -17.0915 18.8186 0.7 -0.1 0.0
H 8.1701 -16.8399 17.2973 0.2 0.6 0.5
C 3.5567 -16.1450 19.8206 -0.3 1.5 -1.0
O 2.9636 -17.2940 20.4015 1.1 0.1 0.2
C 1.6973 -17.5097 20.2676 -0.6 -1.3 0.4
O 0.8749 -16.8042 19.6967 -0.5 0.8 -0.6
O 1.4220 -18.6654 20.8431 0.3 0.5 0.1
C 0.0835 -19.1716 20.8472 0.0 0.1 -0.5
H 4.5787 -15.9635 20.1376 -0.1 -0.7 0.6
H 2.9795 -15.2497 20.0592 0.0 -0.1 0.2
H 3.6008 -16.1984 18.7301 -0.2 -0.4 0.0
H 0.0648 -19.9692 21.5816 0.0 0.1 0.0
H -0.1074 -19.5819 19.8556 -0.2 0.0 0.1
H -0.6258 -18.3816 21.0868 0.0 -0.1 0.1
C -4.0057 -14.6779 12.7967 0.0 -1.0 -1.0
O -3.4659 -13.3816 13.0084 0.1 -0.1 -0.3
C -2.1666 -13.1882 12.9869 -0.2 0.8 1.4
O -1.2888 -14.0382 12.9336 0.7 -1.4 0.0
O -1.9543 -11.9159 13.1985 -0.7 0.6 -0.2
C -0.6960 -11.4407 13.6291 2.3 -1.6 0.3
H -4.7635 -14.6199 12.0178 -0.2 0.3 0.3
H -4.4302 -15.1148 13.6969 0.0 0.4 0.2
H -3.2744 -15.3739 12.3795 0.2 0.2 0.2
H -0.5188 -11.6140 14.6952 -0.8 0.6 0.2
H -0.4582 -10.4328 13.3169 -0.7 0.1 0.0
H 0.0948 -12.1061 13.2595 -0.1 0.3 -0.6
C 1.1410 -20.5832 16.8330 0.3 -0.3 -0.1
O 0.7557 -21.9531 16.7972 -0.9 0.4 -0.7
C 1.4499 -22.7652 17.5920 1.5 -0.6 -0.2
O 2.2802 -22.4096 18.3865 -0.4 0.1 0.3
O 1.1999 -24.0041 17.1993 -0.6 -0.1 0.3
C 1.6775 -25.1345 17.9344 0.6 -1.3 -0.5
H 2.2199 -20.5601 16.6780 0.1 0.4 0.5
H 0.7983 -20.1421 17.7661 0.4 0.2 0.1
H 0.6932 -20.0501 15.9963 -0.3 -0.4 0.0
H 0.9111 -25.9071 17.9094 -0.5 0.5 0.4
H 2.0675 -24.9781 18.9350 -0.3 0.6 0.0
H 2.4651 -25.6443 17.3731 0.3 0.6 -0.2
C 2.5910 -22.0360 13.7907 -0.7 0.3 1.7
O 2.3526 -21.4055 12.5261 0.0 -0.5 -0.5
C 2.3863 -20.1098 12.4513 1.5 0.0 -0.5
O 2.3432 -19.3369 13.3930 -0.8 1.2 0.2
O 2.6602 -19.6150 11.2380 -1.1 -0.3 0.3
C 2.8307 -20.5335 10.1371 0.2 -0.8 -0.6
H 2.6098 -23.1189 13.7319 0.4 0.1 -0.9
H 1.7715 -21.8603 14.4918 -0.2 0.3 -0.3
H 3.4762 -21.6091 14.2573 0.2 -0.2 -0.2
H 2.2129 -21.4261 10.2070 -0.2 0.2 0.4
H 3.8662 -20.8674 10.1254 0.0 0.2 -0.1
H 2.5504 -20.0492 9.2069 0.2 0.4 0.2
```
Positions in Å, forces in eV/Å.

Properties
orbital gap: 5.872 eV
lowest unoccupied orbital energy: -7.386 eV
net charge: +2
max |F|: 9.73 eV/A
spin multiplicity: 1
ΔE to the lowest compared entry with this formula, charge and spin: 63.1 kcal/mol

---

(4)
A 3-piece molecular cluster, C2H11NO2S2 overall in a non-equilibrium geometry. Source: the Open Molecules 2025 dataset; level of theory: ωB97M-V/def2-TZVPD.

Geometry as XYZ:
```
18
Properties=species:S:1:pos:R:3:forces:R:3
N -0.5174 -1.3928 -2.7721 -0.7 1.7 -0.4
C -1.2561 -0.6366 -1.7049 -0.2 -1.8 0.0
C -0.9061 0.8326 -1.5625 0.6 0.0 0.3
S 0.0608 1.2938 -0.0867 -0.5 -0.5 0.5
S -1.0589 0.3955 1.4201 0.2 0.5 0.0
H 0.4385 -1.0469 -2.7986 0.3 -0.3 0.4
H -0.8800 -0.9419 -3.6191 0.1 -0.6 -0.2
H -2.3197 -0.8058 -1.8967 0.0 0.4 -0.3
H -1.1398 -1.2528 -0.8109 0.4 0.6 0.4
H -0.1659 1.0265 -2.3337 -0.1 0.4 -0.4
H -1.7343 1.5288 -1.6400 -0.2 -0.1 -0.2
H -1.7955 1.4617 1.8242 0.2 -0.2 -0.2
O 6.4059 2.2644 3.0376 0.3 1.1 0.0
H 5.5609 1.8467 3.0276 -0.9 -1.0 0.0
H 6.1203 3.1914 3.0032 0.5 -0.1 0.0
O -2.1506 -2.5169 2.7216 -0.3 -0.5 -1.2
H -1.9583 -3.2251 2.0857 0.5 -0.3 0.7
H -2.7039 -2.0228 2.1053 -0.2 0.7 0.5
```
Positions in Å, forces in eV/Å.

Properties
orbital gap: 9.636 eV
lowest unoccupied orbital energy: 0.318 eV
max |F|: 1.84 eV/A
spin multiplicity: 1
SMILES: NCCSS.O.O
ΔE to the lowest compared entry with this formula, charge and spin: 18.2 kcal/mol

---

(5)
An isolated ion of composition C6H10N and charge +1 in a non-equilibrium geometry. Source: the Open Molecules 2025 dataset; level of theory: ωB97M-V/def2-TZVPD.

Geometry as XYZ:
```
17
Properties=species:S:1:pos:R:3:forces:R:3
C 2.8821 0.0956 0.2742 -2.0 -0.7 -2.8
N 1.7595 -0.4679 -0.0121 1.8 0.6 0.7
C 0.6075 -0.9417 -0.2883 1.0 1.3 -0.1
C -0.5741 -0.1193 -0.1251 2.2 3.6 -0.2
C -0.2630 1.4713 -0.1686 2.6 -3.6 0.6
C -1.5629 -0.6407 0.7976 -1.3 -1.7 2.0
C -1.9085 -0.4748 -0.6542 -1.3 0.0 0.4
H 3.4110 -0.0515 1.1866 -0.1 -0.1 0.9
H 3.3946 0.6894 -0.5341 -0.6 -0.7 0.8
H 0.5647 -1.9340 -0.6799 0.0 -0.8 -0.2
H -1.2303 1.9065 -0.1194 -0.3 1.1 -0.1
H 0.3196 1.4536 -1.1164 -0.9 1.2 0.2
H 0.5088 1.7417 0.6343 -1.7 0.0 -0.8
H -1.8945 0.0178 1.5493 -0.5 1.2 0.4
H -1.4682 -1.6259 1.3415 0.0 0.8 -1.4
H -1.8900 -1.4498 -1.0654 -0.7 -0.6 -1.1
H -2.6563 0.3298 -1.0199 1.7 -1.6 0.6
```
Positions in Å, forces in eV/Å.

Properties
orbital gap: 10.082 eV
lowest unoccupied orbital energy: -4.956 eV
net charge: +1
max |F|: 4.51 eV/A
spin multiplicity: 1
SMILES: C=[N+]=CC1(C)CC1
ΔE to the lowest compared entry with this formula, charge and spin: 46.2 kcal/mol

---

(6)
CF3O3SSn as an isolated structure in a non-equilibrium geometry. Source: the Open Molecules 2025 dataset; level of theory: ωB97M-V/def2-TZVPD.

Geometry as XYZ:
```
9
Properties=species:S:1:pos:R:3:forces:R:3
Sn -5.3009 -20.6027 1.4293 1.9 0.2 -2.7
C -2.7744 -18.6234 -2.2408 0.6 -0.2 -1.1
F -3.2469 -17.8881 -1.2379 -0.1 0.2 0.1
F -3.0539 -18.0207 -3.4078 -0.5 -0.8 0.8
F -1.4559 -18.6955 -2.1778 0.3 0.0 0.5
S -3.4668 -20.3668 -2.0034 -1.1 0.5 -3.1
O -4.8868 -20.1725 -2.2298 0.1 -0.4 -0.1
O -2.6932 -21.3201 -2.7557 -0.8 1.1 0.7
O -3.2739 -20.4995 -0.5566 -0.4 -0.7 4.9
```
Positions in Å, forces in eV/Å.

Properties
orbital gap: 4.869 eV
lowest unoccupied orbital energy: -9.165 eV
net charge: +1
max |F|: 4.96 eV/A
spin multiplicity: 1
ΔE to the lowest compared entry with this formula, charge and spin: 35.5 kcal/mol

---

(7)
A 10-piece molecular cluster, CH23BClO15PS overall in a non-equilibrium geometry. Source: the Open Molecules 2025 dataset; level of theory: ωB97M-V/def2-TZVPD.

Geometry as XYZ:
```
43
Properties=species:S:1:pos:R:3:forces:R:3
O 0.0932 -1.7271 3.1968 0.1 -1.2 0.5
S 0.0767 -0.4747 2.5124 -0.3 1.8 -0.3
O 1.0152 -0.5916 1.1952 -0.3 -0.1 0.3
C 1.9883 -1.6556 1.1827 0.4 0.1 -0.5
B 2.5483 -1.7534 -0.2847 -0.4 0.5 0.5
O 3.7996 -2.2053 -0.5515 0.5 -0.9 0.0
O 1.6937 -1.3787 -1.2948 -0.4 -0.8 -0.8
O -1.3960 -0.3566 1.7174 0.7 -1.1 0.0
P -2.1412 -1.6951 1.0263 -1.2 1.0 -0.7
O -0.9650 -2.7155 0.5926 0.2 -0.4 0.5
Cl -2.9640 -2.6446 2.6701 0.3 -0.1 0.0
H 2.7552 -1.5092 1.9286 0.2 0.2 0.3
H 1.5436 -2.6229 1.3873 -0.3 -0.2 0.2
H 3.7464 -3.1517 -0.7830 0.3 0.5 -0.3
H 0.9306 -1.9888 -1.3007 0.0 0.7 0.1
H -0.9115 -3.4731 1.2008 0.3 0.2 -0.1
O -0.6652 2.6857 3.1682 -0.1 0.0 0.0
H -1.4974 2.2123 3.0560 0.0 0.0 0.1
H -0.8431 3.5593 2.8035 0.1 0.0 0.0
O -0.5460 0.3914 -1.9394 -0.3 -0.3 0.0
H 0.2671 0.0379 -1.5567 0.1 0.2 0.1
H -0.5532 0.0250 -2.8333 0.0 0.1 0.0
O -1.6706 2.2832 -4.0412 -0.1 0.2 0.1
H -1.0056 2.8960 -4.3720 0.0 -0.1 -0.1
H -1.2542 1.8777 -3.2701 0.0 0.0 0.1
O -4.3055 1.3232 0.4223 0.0 0.0 0.0
H -3.5885 0.9755 0.9601 0.0 0.0 0.0
H -4.1718 0.9192 -0.4414 0.0 0.0 0.0
O 1.2946 0.5049 -4.2981 0.1 -0.1 0.1
H 1.9597 1.1243 -4.6150 -0.1 0.0 0.0
H 1.7038 0.1073 -3.5200 0.0 0.0 0.0
O -0.9449 0.4798 5.7497 0.0 0.1 -0.1
H -0.5159 1.3136 5.5238 -0.1 0.0 0.0
H -0.7005 -0.1149 5.0338 0.0 -0.1 0.1
O 1.3826 2.4374 -0.9600 0.1 0.0 0.1
H 0.4247 2.3327 -0.9927 0.0 -0.1 -0.1
H 1.6615 1.8322 -0.2646 0.0 0.1 0.1
O 3.9074 -4.3234 1.3332 0.1 0.1 0.0
H 4.5583 -3.6836 1.0213 0.0 0.1 0.1
H 4.2933 -4.6856 2.1375 -0.1 -0.1 0.0
O -3.7343 4.8477 -4.0412 0.1 0.0 0.0
H -3.1230 4.1951 -3.6786 0.0 -0.1 0.0
H -4.1462 4.3902 -4.7805 0.0 0.0 0.0
```
Positions in Å, forces in eV/Å.

Properties
orbital gap: 9.624 eV
lowest unoccupied orbital energy: -0.392 eV
max |F|: 1.82 eV/A
spin multiplicity: 1

---

(8)
C3H4LiO4Yb as an isolated structure in a non-equilibrium geometry. Source: the Open Molecules 2025 dataset; level of theory: ωB97M-V/def2-TZVPD.

Geometry as XYZ:
```
13
Properties=species:S:1:pos:R:3:forces:R:3
O 0.3952 0.3358 0.5986 -5.9 0.5 -0.4
C 1.5995 -0.1086 0.0409 3.5 -1.3 -4.1
C -0.7637 0.3070 -0.0025 4.1 -1.6 3.0
O 2.2777 0.8347 -0.3771 0.7 0.8 1.0
O 1.7321 -1.3115 -0.1596 -0.9 1.3 1.6
C -1.9776 -0.0582 0.6539 0.6 2.3 0.9
Yb 4.0309 2.4449 -0.3568 0.3 0.0 -0.2
H -2.6510 0.7978 0.7616 -1.4 0.2 -0.5
H -1.7502 -0.4212 1.6641 -0.8 -1.4 -0.2
Li 1.8265 -2.9268 0.7831 0.3 -0.9 0.0
O -0.9355 -0.0430 -1.2709 0.6 0.3 -1.1
H -1.4379 0.6510 -1.7669 -0.3 0.3 -1.0
H -2.3461 -0.5019 -0.5684 -0.7 -0.4 1.2
```
Positions in Å, forces in eV/Å.

Properties
orbital gap (spin up / spin down): 7.103 / 3.149 eV
lowest unoccupied orbital energy (spin up / spin down): -18.056 / -22.010 eV
net charge: +4
expectation value of S²: 0.7568
max |F|: 5.93 eV/A
spin multiplicity: 2
ΔE to the lowest compared entry with this formula, charge and spin: 24.0 kcal/mol

---

> What is the max |F| in the sixth record?

4.96 eV/A